Entry from the OMol25 dataset: a 5-piece molecular cluster, C23H51F8N4O8S overall (ωB97M-V/def2-TZVPD).

- lowest unoccupied orbital energy (eV) = 2.02
- energy above the lowest of the compared OMol25 structures with the same formula, charge and spin (kcal/mol) = 193.7
- total charge = -1
- frontier orbital gap (eV) = 7.1
- HOMO energy (eV) = -5.09

```
95
Properties=species:S:1:pos:R:3:forces:R:3:mulliken_charge:R:1
O 2.865134 -2.229830 0.619448 -1.942 3.611 -2.472 -0.726
S 1.899400 -1.333901 -0.250490 -0.756 -8.236 0.083 0.931
O 0.524073 -1.383405 0.463795 3.466 1.671 -2.366 -0.521
O 1.833546 -2.138921 -1.787816 0.173 4.200 5.012 -0.667
C 2.693592 0.360737 -0.324554 0.650 1.343 -0.500 -0.549
C 1.721951 1.563505 -0.869251 1.485 0.749 -0.873 -0.382
O 0.349869 1.546324 -0.336685 -0.001 1.862 -1.271 0.022
C -0.382316 2.787834 -0.634548 0.491 0.841 0.950 -0.878
C -1.380003 2.715265 -1.931848 2.510 0.361 -1.593 0.844
F -0.520224 2.289889 -3.099134 -2.797 1.227 3.143 -0.316
F -1.837560 4.106722 -2.275480 0.806 -4.293 1.104 -0.342
C -2.602745 1.629577 -1.815334 -1.347 -0.903 -2.028 0.509
F -2.278517 0.270633 -2.324773 -0.895 4.659 1.794 -0.216
F -3.699334 2.154085 -2.713057 2.826 -1.630 2.632 -0.311
C -3.262867 1.477797 -0.323195 -0.668 -0.319 2.601 0.601
F -3.582123 2.858447 0.182059 1.494 -3.975 -1.446 -0.306
F -2.396552 0.706357 0.644728 -2.496 3.307 -3.393 -0.161
C -4.719147 0.668258 -0.311866 -0.168 -1.660 1.126 0.123
F -4.399079 -0.760961 0.059879 -1.244 4.475 -0.888 -0.243
F -5.657296 1.262523 0.712754 3.107 -1.985 -3.178 -0.274
H 3.191299 0.619212 0.716281 -1.473 -0.819 -1.927 0.172
H 3.598045 0.273083 -1.098781 -2.157 0.028 1.612 0.324
H 2.231546 2.587147 -0.543551 -0.970 -2.012 -0.542 0.279
H 1.755239 1.569566 -2.056857 -0.439 -0.233 2.491 0.195
H -0.988852 3.089928 0.346982 1.003 -0.867 -2.315 0.258
H 0.367404 3.686350 -0.821931 -1.562 -1.823 -0.001 0.329
H -5.228362 0.609423 -1.363390 0.821 0.338 2.321 0.239
C 1.264380 -0.104342 6.359498 -0.188 -0.081 0.308 -1.479
C 0.808501 0.357652 4.978111 0.439 -0.013 -0.021 0.319
C 1.656281 -0.221516 3.823081 -0.354 0.212 -0.284 -0.086
O 2.928360 0.411363 3.654660 -0.083 -0.398 0.291 -0.333
C 3.945289 -0.077527 4.516082 -0.026 0.335 -0.306 -0.765
N 0.788270 1.827506 4.948080 0.153 0.135 -0.228 -0.767
H 2.180021 0.393451 6.689606 -0.047 -0.025 -0.122 0.294
H 0.495019 0.118437 7.109209 0.122 0.012 -0.159 0.375
H 1.437573 -1.185476 6.373807 0.013 0.104 -0.029 0.316
H -0.219888 -0.000582 4.842641 0.162 0.033 -0.150 0.464
H 1.114327 -0.044211 2.886725 0.153 -0.059 0.052 -0.036
H 1.770334 -1.308624 3.912348 0.094 0.059 0.035 0.229
H 3.842781 -1.149568 4.710151 -0.076 0.052 0.010 0.321
H 3.942232 0.482671 5.452872 0.059 -0.153 0.204 0.246
H 4.910618 0.094630 4.032797 -0.121 -0.032 -0.064 0.274
H 0.399594 2.130418 4.054391 -0.029 -0.087 0.185 0.275
H 1.762278 2.143237 4.905741 -0.296 -0.130 0.066 0.344
C 1.926091 8.170072 -2.156215 0.292 0.061 -0.189 -1.472
C 0.533538 7.626697 -2.464491 0.093 -0.018 0.450 0.267
C -0.608604 8.496994 -1.893216 -0.196 -0.350 -0.011 -0.668
O -0.818985 8.339244 -0.486824 0.161 0.441 -0.475 -0.376
C 0.047699 9.115458 0.326538 -0.191 -0.315 0.183 -0.658
N 0.445167 6.239031 -1.986627 -0.376 0.162 0.127 -0.535
H 2.223913 8.001897 -1.117857 -0.128 0.002 -0.086 0.272
H 2.676451 7.674811 -2.784936 -0.202 0.039 0.137 0.372
H 1.981221 9.244730 -2.359000 -0.004 -0.074 0.047 0.361
H 0.426110 7.618986 -3.556585 -0.133 -0.008 0.127 0.421
H -1.544021 8.177344 -2.367275 0.072 -0.044 0.164 0.344
H -0.477561 9.554725 -2.151702 0.142 0.043 0.110 0.438
H 0.285721 10.082077 -0.127812 0.047 -0.064 -0.066 0.301
H 0.961355 8.556839 0.537693 0.155 0.197 0.000 0.231
H -0.454822 9.297140 1.280229 -0.048 -0.044 -0.138 0.255
H -0.454664 5.851901 -2.272877 0.256 -0.046 -0.040 0.136
H 0.377360 6.274120 -0.964696 0.097 0.023 -0.299 0.344
C -0.988334 -4.029675 1.678869 0.100 0.302 -0.179 -1.085
C -0.662702 -4.306833 3.144010 -0.320 -0.187 -0.310 0.830
C -0.609736 -5.812052 3.490089 0.023 0.265 0.334 -0.871
O -1.893839 -6.429267 3.621275 0.418 -0.124 -0.282 -0.398
C -2.479148 -6.832274 2.392371 -0.232 0.069 0.297 -0.638
N -1.628022 -3.591948 3.991878 -0.068 -0.347 0.341 -0.711
H -2.043568 -4.191776 1.443559 0.012 -0.094 0.140 0.159
H -0.765337 -2.984770 1.429749 0.045 -0.307 0.057 0.024
H -0.388250 -4.663209 1.017366 -0.031 0.112 0.050 0.386
H 0.334197 -3.890184 3.336013 -0.081 -0.110 0.030 0.218
H -0.133461 -5.914529 4.472217 -0.165 -0.042 0.004 0.366
H 0.019053 -6.366526 2.783008 -0.125 0.042 -0.138 0.407
H -1.731474 -7.177481 1.671777 0.008 0.129 0.008 0.290
H -3.065868 -6.013448 1.972023 0.090 -0.054 -0.249 0.234
H -3.166032 -7.657349 2.598536 0.097 0.020 0.094 0.257
H -1.353903 -3.708176 4.968020 -0.004 0.119 -0.129 0.285
H -2.517607 -4.096961 3.930471 0.251 0.242 -0.075 0.291
C 1.626091 -4.996448 -5.742280 0.288 0.037 -0.154 -1.363
C 0.233538 -5.539823 -6.050556 0.086 0.109 0.418 0.371
C -0.908604 -4.669525 -5.479282 -0.211 -0.319 0.344 -0.688
O -1.118985 -4.827276 -4.072889 -0.134 0.090 -1.039 -0.431
C -0.252301 -4.051062 -3.259527 0.098 -0.006 0.457 -0.565
N 0.145167 -6.927489 -5.572692 -0.329 -0.007 0.102 -0.756
H 1.923913 -5.164622 -4.703923 -0.151 0.070 -0.104 0.274
H 2.376451 -5.491708 -6.371002 -0.185 0.019 0.098 0.349
H 1.681221 -3.921789 -5.945066 -0.015 -0.107 0.097 0.345
H 0.126110 -5.547533 -7.142650 -0.133 -0.018 0.083 0.369
H -1.844021 -4.989176 -5.953341 0.024 -0.067 0.095 0.343
H -0.777561 -3.611795 -5.737767 0.167 0.028 0.101 0.396
H -0.014279 -3.084443 -3.713878 0.075 -0.109 0.068 0.293
H 0.661355 -4.609680 -3.048373 0.119 0.277 0.026 0.169
H -0.754822 -3.869380 -2.305837 0.054 0.013 -0.168 0.290
H -0.754664 -7.314619 -5.858943 0.187 0.033 -0.013 0.265
H 0.077360 -6.892400 -4.550762 0.116 0.034 -0.312 0.337
```
Forces are in eV/Å.



Entry from the OMol25 dataset: a 3-piece molecular cluster, C23H52BN2O3 overall (ωB97M-V/def2-TZVPD).

- lowest unoccupied orbital energy (alpha / beta) (eV) = 0.40 / 0.03
- total charge = 0
- frontier orbital gap (alpha / beta) (eV) = 9.0 / 9.6
- multiplicity = 2
- HOMO energy (alpha / beta) (eV) = -8.59 / -9.55

```
81
Properties=species:S:1:pos:R:3:forces:R:3:mulliken_spin:R:1
C -2.071764 5.329579 -0.796091 -0.647 0.336 0.621 0.000
O -1.440676 4.112624 -1.357138 -1.255 1.051 -0.642 0.000
C -2.361364 3.417708 -2.268313 -0.395 -0.440 0.231 0.002
C -1.669452 2.099363 -3.031529 -0.163 2.165 1.005 -0.019
B -2.931972 1.385872 -3.850842 -1.613 1.143 -0.120 -0.003
N -2.974690 -0.054844 -4.319862 0.360 1.246 0.394 0.000
O -4.150316 2.229558 -4.107173 2.366 -3.226 -0.279 0.000
C -0.579723 2.719399 -4.085320 0.137 -0.896 -0.628 0.033
C 0.967041 2.405741 -3.634782 1.873 2.699 -1.801 0.020
C 1.903025 2.837674 -4.954188 -0.658 1.113 0.306 -0.002
C 1.516134 3.408658 -2.413179 -0.882 -1.107 0.228 0.009
N 1.284897 0.957387 -3.374250 -2.021 -0.387 -2.456 0.322
O 1.574974 0.261844 -4.485339 -0.285 1.376 2.472 0.578
C 0.324929 0.262498 -2.453272 0.415 -2.336 2.010 0.013
C 1.207658 -0.117041 -1.082157 -0.764 0.010 0.071 0.034
C -0.102723 -1.228412 -3.079892 0.390 0.185 0.826 0.008
C -0.951059 1.132148 -1.927856 -0.554 -0.719 0.225 0.006
H -2.969259 5.734601 -1.461808 1.832 -1.059 1.326 0.000
H -2.470423 5.052450 0.286152 0.646 0.688 -2.242 0.000
H -1.323930 6.234192 -0.683066 -1.138 -2.147 -0.354 0.000
H -3.286631 3.066465 -1.602202 1.687 0.739 -1.654 0.000
H -2.669253 4.182185 -3.103095 0.207 -1.587 1.553 0.000
H -2.807394 -0.694721 -3.512555 0.240 0.562 -1.273 0.000
H -2.296220 -0.203715 -5.101889 -0.746 -0.184 1.198 0.001
H -4.763837 1.616947 -4.609991 0.929 1.007 0.823 0.000
H -0.718803 3.882629 -4.300737 0.330 -2.533 0.792 0.002
H -0.765341 2.195154 -5.141720 0.674 1.019 2.124 -0.003
H 3.034355 2.597638 -4.763040 -2.318 0.246 -0.518 0.000
H 1.480532 2.408720 -5.965717 1.093 0.589 2.193 0.000
H 1.800378 4.019124 -5.040336 0.266 -2.394 0.242 0.000
H 1.072376 2.995773 -1.394494 0.933 1.202 -2.054 0.000
H 1.102765 4.495408 -2.619273 0.977 -2.322 0.533 0.000
H 2.691347 3.367620 -2.337383 -2.411 0.132 -0.363 -0.006
H 2.222367 -0.639779 -1.352162 -1.995 1.106 0.421 -0.005
H 1.395692 0.861891 -0.430768 -0.307 -2.173 -1.422 0.001
H 0.543558 -0.877572 -0.460149 1.444 1.618 -1.082 0.001
H 0.854201 -1.928398 -3.107636 -2.058 1.628 -0.118 0.001
H -0.585167 -1.157699 -4.142890 1.038 -0.190 2.214 0.006
H -0.836661 -1.703410 -2.276638 1.327 0.985 -1.814 0.000
H -0.614255 1.675601 -0.932630 -0.860 -0.711 -2.300 0.004
H -1.779223 0.344680 -1.581871 1.888 1.542 -0.617 -0.003
C 3.410266 -3.614985 3.217204 0.046 -0.097 -0.181 0.000
C 4.320890 -2.397317 3.295676 -0.010 0.010 0.102 0.000
C 3.780856 -1.297961 4.212173 0.102 0.168 0.010 0.000
C 2.442185 -0.683773 3.784485 -0.051 -0.121 -0.023 0.000
C 2.421825 -0.071853 2.381598 -0.124 0.049 0.177 0.000
C 3.383054 1.095330 2.220625 0.049 0.087 -0.146 0.000
H 2.434470 -3.362983 2.792238 0.043 -0.045 0.057 0.000
H 3.861483 -4.380889 2.578539 -0.118 0.022 0.091 0.000
H 3.255106 -4.049207 4.209150 -0.045 0.027 -0.066 0.000
H 4.496857 -2.005442 2.287445 -0.007 0.017 0.090 0.000
H 5.296866 -2.718522 3.675753 -0.040 0.082 -0.056 0.000
H 4.536357 -0.505790 4.293162 -0.109 -0.073 0.004 0.000
H 3.663990 -1.705024 5.224606 0.023 0.015 -0.092 0.000
H 2.168581 0.089098 4.513089 0.016 -0.039 -0.064 0.000
H 1.655894 -1.444954 3.846374 0.044 0.025 0.017 0.000
H 1.405441 0.284889 2.174644 0.063 -0.104 -0.004 -0.001
H 2.638519 -0.833139 1.626987 -0.025 -0.036 0.022 -0.001
H 3.155799 1.890029 2.939961 0.071 -0.089 -0.065 0.000
H 3.298873 1.516709 1.214016 0.071 0.028 0.104 0.000
H 4.421989 0.786286 2.364599 -0.068 0.063 -0.001 0.000
C -3.038373 -1.042023 1.177914 -0.152 0.146 0.133 0.000
C -1.913953 -1.276095 2.177413 0.080 -0.047 -0.083 0.000
C -1.240823 -2.640739 2.019834 0.120 -0.037 0.147 0.000
C -2.150024 -3.853526 2.253685 -0.107 0.051 -0.096 0.000
C -2.830567 -3.906256 3.623732 0.031 -0.180 -0.118 0.000
C -1.847948 -4.006844 4.779817 -0.026 0.017 0.192 0.000
H -3.851384 -1.761898 1.308568 0.065 0.057 -0.067 0.000
H -3.458475 -0.040338 1.312972 -0.004 -0.106 -0.100 0.000
H -2.668491 -1.118817 0.151332 -0.038 -0.043 0.020 0.000
H -2.297451 -1.151868 3.196509 0.061 -0.037 -0.063 0.000
H -1.157104 -0.496735 2.036203 -0.005 -0.046 0.070 0.000
H -0.383463 -2.690363 2.703460 -0.070 -0.016 -0.076 0.000
H -0.821994 -2.715601 1.008224 -0.017 0.026 0.054 0.000
H -1.553004 -4.763647 2.118408 -0.045 0.062 0.029 0.000
H -2.922819 -3.884546 1.476958 0.072 0.009 0.033 0.000
H -3.487765 -4.784061 3.649852 0.022 0.131 -0.041 0.000
H -3.477019 -3.035665 3.765583 0.001 0.004 -0.050 0.000
H -1.218077 -4.897891 4.680143 -0.029 0.131 0.014 0.000
H -2.388641 -4.079846 5.728621 0.136 -0.002 -0.057 0.000
H -1.198024 -3.129283 4.835533 -0.006 -0.083 0.014 0.000
```
Forces are in eV/Å.